*one*
This record from OMol25 describes one molecule with the formula C4H4O2. The level of theory is ωB97M-V with the def2-TZVPD basis set.

Geometry (Å):
O -0.462 0.605 1.781
O -0.927 -0.526 -1.444
C 0.948 -0.591 0.017
C -0.304 -0.139 0.692
C -1.365 0.096 -0.237
C 0.130 0.216 -0.957
H 1.891 -0.155 0.350
H -1.338 0.980 1.476
H 0.409 1.156 -1.419
H 1.019 -1.643 -0.259

Calculated values
**Orbital gap**: 9.663 eV
**Highest occupied orbital energy**: -8.8 eV
**Total charge**: 0
**Multiplicity**: 1



*two*
This record from OMol25 describes one molecule with the formula C4H4O2. The level of theory is ωB97M-V with the def2-TZVPD basis set.

Geometry (Å):
O -0.446 1.630 -0.032
O -2.365 -0.065 -0.219
C 2.376 -0.410 -0.331
C -1.270 -0.573 -0.118
C 1.245 -0.060 -0.103
C -0.123 0.314 0.261
H -1.396 1.572 -0.260
H -0.317 -0.017 1.312
H 3.374 -0.741 -0.525
H -1.078 -1.650 0.014

Calculated values
**Orbital gap**: 10.635 eV
**Highest occupied orbital energy**: -10.1 eV
**Total charge**: 0
**Multiplicity**: 1



Q: Which of them is the least stable? A: *one*.



*one*
This record from OMol25 describes one molecule with the formula C4H4O2. The level of theory is ωB97M-V with the def2-TZVPD basis set.

Geometry (Å):
O -0.620 1.685 0.306
O -1.873 -0.275 -0.979
C 2.104 -0.457 -0.397
C -0.222 0.385 0.607
C -1.103 -0.631 -0.122
C 1.121 0.010 0.118
H -1.162 1.614 -0.499
H 2.976 -0.866 -0.857
H -0.287 0.228 1.693
H -0.934 -1.693 0.130

Calculated values
**Orbital gap**: 11.033 eV
**Highest occupied orbital energy**: -10.4 eV
**Total charge**: 0
**Multiplicity**: 1



*two*
This record from OMol25 describes one molecule with the formula C4H4O2. The level of theory is ωB97M-V with the def2-TZVPD basis set.

Geometry (Å):
O -0.381 1.616 -0.045
O -2.440 -0.029 -0.226
C -0.120 0.260 0.100
C -1.354 -0.557 -0.175
C 2.365 -0.438 -0.294
C 1.198 -0.154 -0.358
H -1.213 -1.649 -0.170
H 0.162 -0.145 1.112
H -1.353 1.704 -0.046
H 3.308 -0.713 0.111

Calculated values
**Orbital gap**: 10.579 eV
**Highest occupied orbital energy**: -10.0 eV
**Total charge**: 0
**Multiplicity**: 1



*three*
This record from OMol25 describes one molecule with the formula C4H4O2. The level of theory is ωB97M-V with the def2-TZVPD basis set.

Geometry (Å):
O -1.497 -1.444 -0.420
O 2.747 0.011 0.316
C 1.615 0.003 0.143
C 0.324 -0.033 -0.033
C -0.285 -1.353 -0.258
C -0.699 1.106 0.139
H -0.109 2.055 -0.269
H 0.375 -2.122 -0.402
H -1.540 0.680 -0.468
H -0.931 1.098 1.251

Calculated values
**Orbital gap**: 10.024 eV
**Highest occupied orbital energy**: -9.5 eV
**Total charge**: 0
**Multiplicity**: 1



*four*
This record from OMol25 describes C4H4O2 as an isolated structure. The level of theory is ωB97M-V with the def2-TZVPD basis set.

Geometry (Å):
O 1.235 3.235 2.270
O -0.250 1.589 1.926
C 0.259 0.663 0.489
C 0.799 2.373 1.590
C 1.300 1.449 0.337
C -0.588 -0.444 0.094
H -0.126 -0.644 -0.843
H 2.048 1.542 -0.370
H -1.643 -0.125 -0.080
H -0.732 -1.183 0.763

Calculated values
**Orbital gap**: 10.970 eV
**Highest occupied orbital energy**: -10.4 eV
**Total charge**: 0
**Multiplicity**: 1



Q: Which of them is the least stable? A: *two*.